Here is 4 unconnected molecules or ions with the total composition C30H73BN3O2S from the OMol25 dataset. Energies are from ωB97M-V/def2-TZVPD.

Positions of all 110 atoms, in Å:
C (6.408, -1.431, -1.021)
C (6.437, -0.262, -0.042)
C (5.297, 0.752, -0.272)
C (5.711, 2.142, -0.808)
B (4.924, 2.640, -2.165)
C (5.494, 1.860, -3.469)
O (6.889, 2.162, -3.710)
C (7.724, 1.042, -3.715)
C (9.139, 1.499, -4.045)
C (3.262, 2.403, -2.000)
S (2.583, 0.963, -2.858)
C (0.901, 0.938, -2.186)
C (0.094, -0.232, -2.766)
O (5.154, 4.100, -2.430)
C (4.818, 5.009, -1.435)
C (4.478, 6.362, -2.066)
H (5.451, -1.958, -0.972)
H (7.199, -2.158, -0.811)
H (6.527, -1.087, -2.050)
H (7.398, 0.257, -0.124)
H (6.402, -0.661, 0.979)
H (4.746, 0.875, 0.667)
H (4.580, 0.296, -0.965)
H (5.580, 2.881, -0.005)
H (6.790, 2.155, -1.023)
H (4.945, 2.133, -4.383)
H (5.380, 0.769, -3.365)
H (7.370, 0.298, -4.450)
H (7.700, 0.537, -2.736)
H (9.251, 2.525, -3.690)
H (9.332, 1.490, -5.119)
H (9.892, 0.880, -3.553)
H (2.977, 2.288, -0.946)
H (2.744, 3.287, -2.389)
H (0.977, 0.854, -1.099)
H (0.423, 1.896, -2.401)
H (0.668, -0.771, -3.523)
H (-0.178, -0.953, -1.992)
H (-0.828, 0.105, -3.243)
H (5.639, 5.140, -0.708)
H (3.953, 4.653, -0.848)
H (5.015, 6.435, -3.014)
H (4.769, 7.207, -1.435)
H (3.411, 6.449, -2.286)
C (-3.061, -2.735, -2.267)
C (-3.643, -1.398, -2.699)
N (-3.834, -1.299, -4.136)
C (-4.040, 0.059, -4.617)
C (-5.288, 0.811, -4.139)
C (-4.678, -2.324, -4.727)
C (-6.102, -2.475, -4.175)
H (-2.130, -2.935, -2.798)
H (-2.850, -2.714, -1.197)
H (-3.749, -3.563, -2.450)
H (-2.944, -0.605, -2.417)
H (-4.567, -1.212, -2.130)
H (-4.036, 0.018, -5.710)
H (-3.157, 0.636, -4.327)
H (-6.204, 0.434, -4.595)
H (-5.208, 1.872, -4.386)
H (-5.400, 0.739, -3.057)
H (-4.166, -3.283, -4.624)
H (-4.721, -2.120, -5.800)
H (-6.104, -2.475, -3.083)
H (-6.529, -3.425, -4.503)
H (-6.765, -1.678, -4.508)
C (-3.382, -2.315, 2.121)
C (-4.272, -1.580, 1.132)
N (-5.372, -0.879, 1.777)
C (-6.388, -0.425, 0.841)
C (-5.976, 0.638, -0.183)
C (-4.986, 0.065, 2.815)
C (-4.022, 1.195, 2.429)
H (-3.972, -2.993, 2.740)
H (-2.630, -2.898, 1.587)
H (-2.845, -1.631, 2.780)
H (-4.721, -2.303, 0.444)
H (-3.643, -0.923, 0.510)
H (-7.245, -0.067, 1.418)
H (-6.727, -1.313, 0.298)
H (-5.893, 1.633, 0.253)
H (-6.716, 0.689, -0.984)
H (-5.017, 0.390, -0.636)
H (-4.537, -0.507, 3.630)
H (-5.907, 0.492, 3.221)
H (-3.204, 0.832, 1.805)
H (-3.579, 1.622, 3.331)
H (-4.521, 2.003, 1.896)
C (-0.754, -0.093, 4.482)
C (-1.392, -0.943, 5.567)
N (-0.723, -2.218, 5.756)
C (-1.485, -3.169, 6.546)
C (-1.746, -2.832, 8.019)
C (0.706, -2.153, 6.026)
C (1.162, -1.326, 7.234)
H (-0.689, -0.652, 3.547)
H (-1.362, 0.797, 4.308)
H (0.249, 0.245, 4.743)
H (-2.422, -1.177, 5.277)
H (-1.466, -0.347, 6.492)
H (-0.972, -4.132, 6.484)
H (-2.449, -3.298, 6.044)
H (-0.849, -2.933, 8.628)
H (-2.502, -3.508, 8.424)
H (-2.120, -1.813, 8.135)
H (1.199, -1.762, 5.135)
H (1.054, -3.184, 6.134)
H (0.664, -0.355, 7.258)
H (2.236, -1.140, 7.170)
H (0.965, -1.825, 8.182)

- lowest unoccupied orbital energy (hartree) = 0.078
- gap between HOMO and LUMO (eV) = 6.445
- charge = -1
- HOMO energy (eV) = -4.3
- multiplicity = 1